Model 1:
A 2-piece molecular cluster, C6H6N2O4 overall, computed with ωB97M-V/def2-TZVPD.

Each line ends with the natural charge from an NBO analysis.
Cartesian coordinates (Å):
C (-1.458, -0.741, 1.052)  -0.145
C (-2.189, 0.009, 0.235)  -0.253
C (-0.008, -0.958, 1.116)  -0.288
C (-1.828, 0.667, -0.985)  0.094
C (4.611, 2.373, 0.346)  1.039
C (0.864, -0.252, 0.462)  0.299
N (1.792, 0.494, 0.097)  0.317
N (-0.673, 0.627, -1.517)  -0.596
O (4.874, 1.656, 1.201)  -0.508
O (4.305, 3.086, -0.495)  -0.533
O (2.238, 1.469, 0.651)  -0.512
O (2.319, 0.131, -1.157)  -0.546
H (-2.021, -1.207, 1.809)  0.211
H (-3.323, 0.100, 0.457)  0.212
H (0.292, -1.815, 1.711)  0.234
H (-2.760, 1.232, -1.443)  0.150
H (-0.723, 1.163, -2.308)  0.338
H (2.614, 1.055, -1.552)  0.487

As for the HOMO energy: -8.76 eV. As for the SMILES: [H]/N=C/C=C\C=C=[N+]([O-])O.O=C=O. The value obtained for the LUMO energy is -0.432 eV. The multiplicity is 1. The calculation puts the frontier orbital gap at 8.33 eV.

---

Model 2:
A 2-piece molecular cluster, C6H6N2O4 overall, computed with ωB97M-V/def2-TZVPD.

Each line ends with the natural charge from an NBO analysis.
Cartesian coordinates (Å):
C (-1.165, -0.903, -1.972)  -0.276
C (-1.934, -0.466, -0.885)  -0.149
C (0.260, -0.730, -1.845)  0.087
C (-1.314, 0.130, 0.210)  -0.076
C (0.129, 0.280, 0.216)  0.139
C (1.528, 1.030, 1.710)  0.538
N (0.826, -0.153, -0.826)  -0.509
N (-2.181, 0.532, 1.305)  0.516
O (-3.244, -0.042, 1.507)  -0.356
O (-1.733, 1.426, 2.056)  -0.420
O (1.124, 0.277, 2.829)  -0.708
O (2.716, 0.948, 1.274)  -0.645
H (-1.416, -1.127, -2.959)  0.228
H (-2.992, -0.427, -0.752)  0.244
H (0.933, -0.828, -2.707)  0.195
H (1.036, 2.010, 1.568)  0.184
H (0.300, 0.655, 3.172)  0.504
H (2.953, 0.110, 0.976)  0.504

As for the HOMO energy: -8.65 eV. The value obtained for the LUMO energy is -0.751 eV. The multiplicity is 1. The calculation puts the frontier orbital gap at 7.89 eV.

---

The structure with the most favorable energy is model 2; the runner-up is 2.6 kcal/mol above it.

---

Model 1:
A 40-piece molecular cluster, H80O40 overall, computed with ωB97M-V/def2-TZVPD.

Each line ends with the Mulliken spin population.
Cartesian coordinates (Å):
H (0.123, -3.803, 2.904)  0.000
H (-0.207, -3.472, 1.435)  0.000
O (-0.146, -3.010, 2.306)  0.000
H (-3.504, 0.372, 0.921)  0.000
H (-2.546, -0.786, 1.132)  0.000
O (-3.151, -0.259, 0.468)  0.000
H (-1.918, 5.348, -2.248)  -0.004
H (-1.893, 4.063, -3.149)  0.000
O (-2.180, 5.011, -3.099)  0.078
H (3.336, 1.851, -1.773)  0.000
H (3.264, 1.005, -0.415)  -0.002
O (2.818, 1.692, -0.976)  0.011
H (0.284, 1.141, -3.643)  0.011
H (0.758, 0.875, -5.164)  -0.010
O (0.206, 1.398, -4.605)  0.166
H (-1.474, -2.316, -4.331)  0.000
O (-0.653, -1.939, -3.811)  0.001
H (2.846, -3.184, -0.446)  0.000
O (2.558, -2.402, -1.046)  0.000
H (3.781, -0.496, -0.059)  0.000
H (3.254, -0.411, 1.529)  0.000
O (4.038, -0.240, 0.856)  0.000
H (-1.109, 3.091, 2.211)  0.000
H (-0.635, 1.729, 1.549)  0.000
O (-1.400, 2.237, 1.879)  0.000
H (1.562, 3.872, -4.721)  -0.020
H (1.613, 3.102, -3.329)  0.006
O (2.081, 3.277, -4.138)  0.481
H (1.931, -4.556, 0.877)  0.000
H (2.419, -5.663, 1.769)  0.000
O (2.346, -4.651, 1.586)  0.000
H (4.863, -1.087, 3.231)  0.000
O (5.250, -2.009, 3.135)  0.000
H (1.901, 1.783, 2.161)  0.000
H (2.782, 2.643, 2.959)  0.000
O (1.943, 2.623, 2.398)  0.000
H (-4.552, -1.412, 1.383)  0.000
H (-5.390, -2.061, 2.245)  0.000
O (-4.740, -2.426, 1.683)  0.000
H (-4.148, 2.029, 3.060)  0.000
H (-5.400, 1.140, 3.171)  0.000
O (-4.526, 1.293, 3.561)  0.000
H (4.727, -2.636, -3.005)  0.000
H (4.212, -1.795, -4.150)  0.000
O (4.995, -1.970, -3.641)  0.000
H (4.831, -2.881, 1.591)  0.000
H (4.068, -4.171, 1.822)  0.000
O (4.765, -3.789, 1.272)  0.000
H (-1.293, -2.974, 5.149)  0.000
H (-0.241, -2.072, 5.456)  0.000
O (-0.663, -2.894, 5.784)  0.000
H (3.131, 0.508, -4.594)  -0.001
O (2.755, -0.363, -4.272)  -0.001
H (-1.353, 0.780, 0.142)  0.000
H (-1.927, 2.067, -0.316)  0.000
O (-1.053, 1.571, -0.480)  -0.001
H (-0.698, 6.080, 2.402)  0.000
O (-1.158, 5.948, 1.614)  0.000
H (-1.545, 0.531, -4.794)  -0.002
H (-3.027, -0.117, -4.472)  0.000
O (-2.322, -0.017, -5.147)  0.004
H (-2.264, 0.347, 6.178)  0.000
H (-3.066, 1.347, 5.321)  0.000
O (-2.200, 1.339, 5.900)  0.000
H (-3.257, -3.664, 4.386)  0.000
H (-2.384, -3.469, 3.103)  0.000
O (-2.429, -3.897, 3.921)  0.000
H (-2.963, -5.358, -1.714)  0.000
H (-1.675, -4.908, -1.969)  0.000
O (-2.574, -4.667, -2.114)  0.000
H (0.548, 4.680, -2.253)  -0.009
H (0.420, 3.298, -1.718)  0.001
O (0.258, 3.764, -2.551)  0.237
H (-2.470, -0.753, 3.440)  0.000
H (-3.900, 0.013, 3.441)  0.000
O (-3.477, -0.894, 3.423)  0.000
H (-0.930, 1.278, -2.722)  0.004
H (-1.817, 1.877, -3.815)  -0.004
O (-1.654, 2.054, -2.920)  0.042
H (0.722, -5.245, -0.911)  0.000
H (0.215, -3.870, -0.728)  0.000
O (0.631, -4.564, -0.254)  0.000
H (3.892, -0.193, -2.643)  0.000
H (4.209, -1.413, -1.755)  0.000
O (4.292, -0.548, -1.765)  0.000
H (2.086, 0.321, 3.497)  0.000
H (0.861, -0.549, 3.282)  0.000
O (1.572, -0.042, 2.879)  0.000
H (2.520, 5.207, -0.051)  0.000
O (1.834, 4.364, -0.125)  0.005
H (-0.509, -1.355, 0.596)  0.000
H (-1.057, -1.711, -0.747)  0.000
O (-0.353, -1.702, -0.204)  0.001
H (2.546, -0.891, -5.158)  -0.001
H (-0.497, -1.130, -4.203)  0.002
H (-0.513, 6.555, 0.926)  0.000
H (1.903, -1.937, -0.570)  0.000
H (6.031, -1.823, 2.577)  0.000
H (1.907, 3.897, 0.749)  -0.001
O (1.437, 4.935, 3.255)  0.000
H (0.649, 4.893, 2.697)  0.000
H (1.300, 4.292, 3.812)  0.000
O (0.897, 0.066, -2.421)  0.003
H (1.913, 0.407, -2.486)  -0.003
H (0.923, -0.818, -2.730)  -0.001
O (1.789, -5.202, -2.545)  0.000
H (2.694, -4.862, -2.526)  0.000
H (1.400, -4.765, -3.344)  0.000
O (-6.618, 0.845, -1.437)  0.000
H (-6.775, 0.022, -1.414)  0.000
H (-5.840, 0.937, -1.848)  0.000
O (-4.685, 2.028, -2.816)  0.000
H (-3.769, 2.023, -2.925)  -0.001
H (-5.089, 2.890, -3.018)  0.000
O (-5.142, 1.771, 0.759)  0.000
H (-5.945, 2.036, 0.248)  0.000
H (-4.312, 2.053, 0.397)  0.000
O (4.454, 1.015, 3.957)  0.000
H (4.832, 1.196, 4.706)  0.000
H (4.838, 1.283, 3.138)  0.000

As for the HOMO energy (spin up / spin down): -11.75 / -11.75 eV. The value obtained for the LUMO energy (spin up / spin down) is -3.502 / -9.989 eV. The total charge is +1. The multiplicity is 2. The calculation puts the frontier orbital gap (spin up / spin down) at 8.25 / 1.76 eV.

---

Model 2:
A 40-piece molecular cluster, H80O40 overall, computed with ωB97M-V/def2-TZVPD.

Each line ends with the Mulliken spin population.
Cartesian coordinates (Å):
H (-1.311, 5.122, -0.952)  0.000
H (-0.892, 6.091, -2.080)  0.000
O (-1.157, 6.035, -1.133)  0.000
H (-2.243, 0.173, 6.175)  0.000
H (-3.545, 0.764, 5.478)  0.000
O (-3.254, 0.280, 6.249)  0.000
H (3.111, -4.366, 2.770)  0.000
H (2.305, -4.061, 3.979)  0.000
O (2.932, -4.701, 3.721)  0.000
H (-2.239, 4.950, -4.018)  0.000
H (-1.504, 3.515, -3.709)  0.000
O (-1.346, 4.431, -3.776)  0.000
H (-2.776, -1.271, -2.517)  0.000
H (-2.991, 0.073, -2.193)  0.000
O (-3.321, -0.702, -1.797)  0.000
H (2.407, -2.180, 1.406)  -0.005
O (3.065, -2.764, 1.779)  0.008
H (5.133, 2.934, -0.612)  0.000
O (5.136, 2.997, 0.362)  0.000
H (-2.532, 3.644, 2.246)  0.000
H (-3.982, 4.361, 1.833)  0.000
O (-3.075, 4.235, 1.723)  0.000
H (4.625, -3.925, -1.751)  0.000
H (3.547, -3.020, -2.212)  0.000
O (4.171, -3.706, -2.533)  0.000
H (0.189, 3.434, 0.036)  0.000
H (1.334, 2.957, -1.089)  0.000
O (0.630, 2.659, -0.442)  0.001
H (1.473, 2.022, -3.118)  0.000
H (1.578, 3.582, -3.118)  0.000
O (1.814, 2.774, -2.760)  0.000
H (-2.661, 2.371, -3.493)  0.000
O (-2.640, 2.274, -2.411)  0.000
H (-1.806, 2.603, 0.857)  0.000
H (-2.785, 3.052, -0.175)  0.000
O (-1.974, 2.657, 0.006)  0.000
H (2.610, 0.860, 5.348)  0.000
H (2.022, 0.392, 6.583)  0.000
O (2.901, 0.539, 6.198)  0.000
H (-1.778, -3.019, -3.984)  0.000
H (-1.340, -1.624, -4.658)  0.000
O (-1.860, -2.006, -3.960)  0.000
H (3.363, -0.335, -0.324)  -0.002
H (3.117, -0.087, 1.266)  -0.004
O (3.779, -0.656, 0.604)  0.028
H (-4.940, 1.672, -0.709)  0.000
H (-4.484, 3.044, -1.073)  0.000
O (-4.928, 2.560, -0.292)  0.000
H (0.368, -2.014, -2.292)  0.000
H (1.270, -0.905, -1.926)  -0.001
O (1.321, -1.799, -2.275)  0.000
H (0.530, -1.532, 0.537)  -0.025
O (0.794, -1.280, 1.393)  0.532
H (-0.482, 3.391, 4.520)  0.000
H (0.291, 2.316, 4.271)  0.000
O (-0.673, 2.440, 4.427)  0.000
H (1.436, -0.560, 4.097)  -0.004
O (0.735, 0.106, 3.829)  -0.001
H (1.327, -3.773, -3.855)  0.000
H (2.097, -2.542, -3.981)  0.000
O (1.640, -3.157, -4.551)  0.000
H (6.344, -0.999, 0.809)  0.000
H (5.304, 0.088, 0.797)  -0.001
O (6.089, -0.240, 1.299)  0.005
H (-3.048, -0.317, -5.252)  0.000
H (-3.892, 0.714, -4.569)  0.000
O (-3.177, 0.110, -4.473)  0.000
H (1.412, 0.927, 2.462)  -0.009
H (1.795, 1.190, 1.004)  0.002
O (2.084, 0.850, 1.802)  0.051
H (0.478, 1.980, -4.910)  0.000
H (-0.429, 2.715, -5.908)  0.000
O (-0.355, 2.377, -5.083)  0.000
H (-1.988, -3.554, 3.650)  -0.001
H (-1.853, -4.794, 4.449)  -0.001
O (-1.777, -4.510, 3.458)  0.030
H (0.924, 0.782, -0.956)  -0.003
H (-0.603, 1.188, -0.851)  0.002
O (-0.167, 0.580, -1.407)  -0.001
H (0.054, -5.110, -1.804)  0.000
H (-0.564, -3.836, -2.263)  0.000
O (-0.172, -4.581, -2.577)  0.000
H (-5.694, -1.136, -2.148)  0.000
H (-6.747, -1.802, -1.098)  0.000
O (-6.236, -0.956, -1.312)  0.000
H (4.753, 3.813, 3.178)  0.000
H (3.305, 4.053, 2.491)  0.000
O (3.934, 4.197, 3.291)  0.000
H (-4.432, 0.629, 0.399)  0.000
O (-4.032, -0.237, 0.575)  0.000
H (5.201, -1.238, -3.983)  0.000
H (5.134, 0.206, -3.655)  0.000
O (5.068, -0.720, -3.270)  0.000
H (0.150, -0.488, 1.428)  -0.002
H (3.482, -2.265, 2.556)  0.000
H (-0.009, -0.509, 3.658)  -0.004
H (5.831, 2.554, 0.800)  0.000
H (-1.776, 2.080, -2.250)  0.000
H (-3.495, -0.576, -0.253)  0.000
O (-1.659, -2.819, 0.246)  -0.003
H (-2.217, -3.522, 0.735)  0.000
H (-2.454, -2.520, -0.311)  0.000
O (3.823, -1.407, 4.075)  0.000
H (4.330, -1.914, 4.810)  0.000
H (4.719, -1.061, 3.636)  0.000
O (-3.708, 0.310, 3.283)  0.000
H (-3.608, -0.688, 3.345)  0.000
H (-4.273, 0.441, 2.427)  0.000
O (-0.339, -2.311, 3.079)  0.433
H (-1.239, -2.237, 2.641)  -0.018
H (0.277, -2.909, 2.394)  -0.018
O (-1.399, -0.008, 1.349)  0.015
H (-2.322, -0.170, 1.084)  -0.006
H (-1.630, 0.356, 2.289)  0.000
O (-3.965, -3.471, -0.437)  0.000
H (-4.251, -3.426, -1.260)  0.000
H (-4.011, -4.579, -0.064)  0.000
O (2.827, -0.539, -5.214)  0.000
H (2.786, -1.272, -5.836)  0.000
H (2.878, -0.749, -4.281)  0.000

As for the HOMO energy (spin up / spin down): -12.66 / -12.58 eV. The value obtained for the LUMO energy (spin up / spin down) is -3.363 / -8.705 eV. The total charge is +1. The multiplicity is 2. The calculation puts the frontier orbital gap (spin up / spin down) at 9.30 / 3.88 eV.

---

The structure with the most favorable energy is model 2; the runner-up is 18.8 kcal/mol above it.